ORCA calculation (wB97M-V/def2-TZVPD) on a 2-piece molecular cluster, CHClINO overall at a distorted geometry.

Structure (XYZ):
```
6
Properties=species:S:1:pos:R:3:lowdin_charge:R:1
C -3.2121 1.4528 2.4701 -0.623
N -3.5861 0.3945 2.1029 -0.173
O -4.1324 -0.6805 2.0910 0.013
Cl -2.3211 2.7410 2.2731 0.778
I 1.4716 1.1470 0.2350 0.466
H 1.5029 1.2494 1.7165 -0.461
```

Results
LUMO level in eV: 0.1
HOMO level in eV: -9.72
Energy above the lowest of the compared OMol25 structures with the same formula, charge and spin in kJ/mol: 226.9
Orbital gap in eV: 9.8
Structure (SMILES): [O-][N+]#CCl.I

ORCA calculation (wB97M-V/def2-TZVPD) on H26KrO13 as an isolated structure at a distorted geometry.

Structure (XYZ):
```
40
Properties=species:S:1:pos:R:3:lowdin_charge:R:1
Kr -4.2962 12.1860 0.8448 0.343
O -5.0197 14.2960 -2.4016 -0.040
H -5.4633 14.1717 -3.2407 0.063
H -4.2066 13.7977 -2.4839 0.053
O -3.7017 8.5853 2.9837 -0.060
H -3.4772 8.0848 2.1993 0.026
H -3.0030 9.2348 3.0621 -0.015
O -6.0696 11.7763 5.1602 -0.067
H -5.4513 11.1032 5.4446 0.024
H -5.5499 12.3628 4.6105 -0.038
O -6.4013 10.2272 -1.5910 -0.058
H -6.0643 10.2451 -2.4867 0.040
H -6.5216 11.1486 -1.3613 -0.022
O -0.8561 13.8234 1.7240 -0.051
H -1.4313 13.6415 0.9808 -0.038
H -0.9185 13.0416 2.2727 0.019
O -3.7864 8.9762 -1.4745 -0.070
H -3.9477 8.4715 -2.2717 0.025
H -4.6364 9.3584 -1.2563 -0.026
O -4.2250 13.3767 3.9614 -0.085
H -4.7998 13.9721 3.4804 -0.008
H -3.8808 13.9050 4.6816 0.072
O -7.2969 12.9194 -1.0528 -0.049
H -6.6901 13.5474 -1.4449 0.004
H -8.0836 12.9752 -1.5952 0.063
O -5.7796 14.8881 2.2802 -0.060
H -5.3157 14.8307 1.4449 -0.006
H -6.4803 14.2397 2.2106 -0.013
O -3.6116 15.5309 -0.2924 -0.059
H -3.0323 14.7830 -0.4380 -0.044
H -4.4144 15.3081 -0.7638 -0.008
O -2.2552 11.0780 3.9088 -0.051
H -1.9516 11.5124 4.7059 0.046
H -2.9378 11.6549 3.5662 -0.024
O -7.9745 13.0236 2.2717 -0.033
H -8.0882 13.2458 1.3476 0.019
H -8.4688 13.6947 2.7425 0.056
O -1.6881 13.6092 -1.0277 -0.066
H -1.1528 14.2739 -1.4611 0.075
H -1.0729 12.9078 -0.8137 0.065
```

Results
LUMO level in eV: -0.5
HOMO level in eV: -10.23
Energy above the lowest of the compared OMol25 structures with the same formula, charge and spin in kJ/mol: 68.0
Orbital gap in eV: 9.8

LUMO level of number 2 (H26KrO13)?
-0.5 eV